Entry one
8
Properties=species:S:1:pos:R:3 method="wB97M-V/def2-TZVPD" lumo_energy_ha="-0.0688 / -0.0822"
C 1.0744 0.2707 -1.5254
N 1.2217 1.0285 -2.3705
N -0.7971 0.5485 0.6021
O -0.9827 0.8865 1.7629
O -1.5035 0.8195 -0.3655
Si 0.6526 -0.4399 0.1895
H 1.5071 -0.9215 1.2370
H -1.1725 -2.1925 0.4700

=====

Entry two
8
Properties=species:S:1:pos:R:3 method="wB97M-V/def2-TZVPD" lumo_energy_ha="-0.0653 / -0.0652"
C 1.3077 -1.0408 -2.2391
N 0.6633 -0.0642 -2.3034
N -0.7393 -0.0395 0.8531
O -1.3932 -0.4530 -0.0790
O 0.2578 -0.8355 1.3935
Si 0.3893 0.8015 1.7949
H -0.0375 0.6266 -2.4730
H -0.4481 1.0047 3.0530

=====

Entry three
8
Properties=species:S:1:pos:R:3 method="wB97M-V/def2-TZVPD" lumo_energy_ha=-0.0409
C -2.5215 -1.2695 0.0115
N -1.5203 -1.4181 0.6087
N 0.9930 0.3751 0.1481
O 1.3909 -0.1844 1.1147
O 0.8007 -0.3341 -0.9189
Si 0.1910 1.7560 -0.5727
H -0.6074 -1.4016 0.8567
H 1.2737 2.4765 -1.2481

=====

Most stable one: entry three, least stable one: entry one.

=====

Entry one
9
Properties=species:S:1:pos:R:3 method="wB97M-V/def2-TZVPD" lumo_energy_ha="-0.1398 / -0.1397"
C -1.2727 0.5890 0.0224
C 1.1040 -0.2880 -0.0126
C -0.4095 -0.4448 0.0416
S -2.9566 0.4120 -0.0165
S 2.1998 1.2424 -0.0051
H -0.8873 1.6054 0.0204
H 1.5320 -0.8613 0.8158
H 1.4290 -0.7831 -0.9359
H -0.7388 -1.4714 0.0700

=====

Entry two
9
Properties=species:S:1:pos:R:3 method="wB97M-V/def2-TZVPD" lumo_energy_ha=0.0062
C 0.5865 0.4838 0.5659
C -0.2689 -0.3321 0.0604
C -1.0814 -0.8770 -0.7482
S 2.0891 0.5038 -0.5108
S 3.6065 -0.4443 0.3551
H 0.6320 1.1762 1.3431
H -1.7565 -0.2190 -1.2951
H -1.1777 -1.9875 -0.9605
H 2.3255 1.8240 0.0570

=====

Most stable one: entry two, least stable one: entry one.

=====

Entry one
9
Properties=species:S:1:pos:R:3 method="wB97M-V/def2-TZVPD" smiles="C=C=S.C=S" lumo_energy_ha=-0.0133
C -1.5763 0.3291 -0.2828
C -1.1710 -0.6257 -1.0908
S -0.8600 -1.6911 -2.1637
H -1.4616 1.2910 -0.5399
H -1.7407 0.1414 0.6876
C 1.7989 -1.0645 0.2439
S 1.7861 -2.6451 0.4709
H 2.3582 -0.7271 -0.5867
H 1.4197 -0.4318 0.9147

=====

Entry two
9
Properties=species:S:1:pos:R:3 method="wB97M-V/def2-TZVPD" lumo_energy_ha=-0.0148
C 0.0348 0.6843 -0.6518
C -0.2784 0.1377 0.7573
C 0.6924 -0.5828 1.5394
S 1.3412 1.9326 -0.2988
S 0.8667 1.0582 1.8556
H 0.4934 0.0686 -1.2866
H -0.7482 1.2082 -1.1815
H -1.2577 0.1310 1.0981
H 1.4061 -1.1160 1.0921

=====

Entry three
9
Properties=species:S:1:pos:R:3 method="wB97M-V/def2-TZVPD" lumo_energy_ha=-0.0414
C -1.1187 -0.1240 -0.2551
C 0.0071 0.8329 -0.2373
C 1.2471 0.3025 0.5313
H -0.2194 -1.1031 -0.5665
H 0.2176 0.4577 -1.5788
H -0.0583 2.0863 -0.2910
H 1.0567 0.4407 1.6692
S -2.7360 -0.1987 0.1008
S 2.6229 -0.2982 -0.0674

=====

Most stable one: entry one, least stable one: entry three.

=====

Entry one
9
Properties=species:S:1:pos:R:3 method="wB97M-V/def2-TZVPD" lumo_energy_ha=-0.0039
C 0.0613 -0.7656 -0.1720
C 1.0403 0.1516 0.5822
C -1.0905 0.2544 -0.3551
H 0.8281 0.3270 1.6102
H 2.0462 0.0499 0.3216
H -1.7943 0.2531 0.5032
H -1.7983 0.0818 -1.1777
S 0.5346 -1.9379 -1.0470
S 0.1726 1.5857 -0.2655

=====

Entry two
9
Properties=species:S:1:pos:R:3 method="wB97M-V/def2-TZVPD" lumo_energy_ha=-0.0248
C 0.0383 -0.0630 -0.7849
C -0.2182 1.1808 0.1413
C 0.0851 -0.9606 0.4631
H 0.5772 1.9632 0.5328
H -1.0180 1.7246 -0.3472
H 1.1948 -1.2874 0.6263
H -0.2967 -2.3016 0.1782
S 0.4395 -0.5973 -2.2599
S -0.8020 0.3413 1.4503

=====

Entry three
9
Properties=species:S:1:pos:R:3 method="wB97M-V/def2-TZVPD" smiles="C=CC1SS1" lumo_energy_ha=0.0037
C 0.0108 1.4306 0.4119
C 0.5855 0.2973 0.0051
C -0.3824 -0.8080 -0.2716
S -0.2700 -1.8976 -1.6870
S 0.3369 -2.3755 0.2267
H 0.4542 2.3630 0.8026
H -0.9741 1.4657 0.5651
H 1.6263 0.1187 -0.0618
H -1.3870 -0.5941 0.0090

=====

Entry four
9
Properties=species:S:1:pos:R:3 method="wB97M-V/def2-TZVPD" smiles="S=C[C@H]1CS1" lumo_energy_ha=-0.0269
S -2.1027 1.0841 1.5443
C -0.6043 0.7312 0.8769
C -0.4409 -0.2981 -0.0835
C 0.9208 -0.3802 -0.9664
S 0.8692 -1.4740 0.4230
H 0.2999 1.3898 1.0200
H -1.3475 -0.8990 -0.1249
H 0.9811 -0.7152 -2.0193
H 1.4245 0.5615 -0.6702

=====

Most stable one: entry three, least stable one: entry two.

=====

Entry one
14
Properties=species:S:1:pos:R:3 method="wB97M-V/def2-TZVPD" charge=-1 lumo_energy_ha=0.1528
C 2.2075 -1.6949 -1.3710
O 0.8436 -1.4566 -1.1927
H 2.5425 -1.5054 -2.3981
H 2.8976 -1.2024 -0.6492
H 2.4516 -2.7538 -1.1612
C -0.6319 0.1771 1.2922
C -1.7386 0.8872 0.5834
C -1.6115 2.1235 0.0736
H -1.0046 -0.4946 2.0692
H -0.1708 -0.4349 0.4935
H 0.1168 0.7667 1.8276
H -2.5894 0.2527 0.3597
H -2.5838 2.6081 -0.0445
H -0.7288 2.7271 0.1176

=====

Entry two
14
Properties=species:S:1:pos:R:3 method="wB97M-V/def2-TZVPD" charge=-1 lumo_energy_ha=0.1586
C 1.8076 0.9999 2.6962
C 1.6063 0.7163 1.4167
H 2.7391 1.4453 3.0365
H 1.0468 0.7954 3.4391
H 2.3884 0.9327 0.6920
H 0.6729 0.2593 1.0473
C -0.7744 -0.9921 -1.0769
O -0.8448 -0.5614 0.1962
C -1.7867 -0.2982 -2.0149
H -0.9548 -2.0963 -1.1921
H 0.2325 -0.8381 -1.5521
H -1.6995 -0.6232 -3.0626
H -1.6337 0.7816 -1.9581
H -2.7997 -0.5211 -1.6673

=====

Entry three
14
Properties=species:S:1:pos:R:3 method="wB97M-V/def2-TZVPD" charge=-1 lumo_energy_ha=0.1081
C 2.2902 -2.3698 3.7286
O 2.5380 -3.5275 3.1419
H 1.3036 -1.8466 3.4502
H 2.2892 -2.4217 4.8475
H 2.9714 -1.4765 3.4466
C -2.3667 1.2651 -2.2634
C -1.0402 1.2358 -1.5908
C 0.1552 1.2708 -2.1740
H -2.4014 0.8147 -3.2482
H -3.1734 0.9886 -1.5982
H -2.5782 2.3512 -2.3985
H -1.1490 1.2559 -0.5021
H 0.9511 0.7232 -1.6849
H 0.2102 1.7369 -3.1548

=====

Most stable one: entry two, least stable one: entry three.

=====

Entry one
13
Properties=species:S:1:pos:R:3 method="wB97M-V/def2-TZVPD" smiles=CC1(C)CO1 lumo_energy_ha=0.0358
C 0.8205 -1.1604 -0.1701
C -0.2109 -0.0074 -0.1508
C 0.4889 1.3010 -0.1188
C -1.4925 -0.1753 0.4064
O -1.3336 -0.0414 -0.9977
H 1.2252 -1.3777 0.8837
H 1.7006 -0.8119 -0.8750
H 0.2824 -2.1052 -0.5643
H 1.2968 1.4729 -0.9226
H -0.1760 2.1526 -0.0533
H 1.0548 1.3048 0.8523
H -1.9597 0.6265 0.8966
H -1.6967 -1.1785 0.8135

=====

Entry two
13
Properties=species:S:1:pos:R:3 method="wB97M-V/def2-TZVPD" smiles=C1CCOC1 lumo_energy_ha=0.0391
C -0.7544 0.0766 0.7482
C 0.6235 -0.5589 0.6542
C 0.7781 -0.7516 -0.9121
O 0.2623 0.4154 -1.5165
C -0.7350 1.0777 -0.3372
H -1.5708 -0.6635 0.7471
H -1.0210 0.9558 1.4023
H 0.7625 -1.4748 1.2490
H 1.3896 0.1742 0.9341
H 1.8605 -0.9189 -1.0829
H 0.2466 -1.6614 -1.2553
H -0.0660 1.8998 -0.0904
H -1.7759 1.4295 -0.5405

=====

Entry three
13
Properties=species:S:1:pos:R:3 method="wB97M-V/def2-TZVPD" smiles="CC=O.C=C" lumo_energy_ha=0.0320
C 0.4981 0.2359 1.8772
C 1.5969 0.1611 0.7993
O 2.7812 0.5669 1.0884
H -0.3926 0.7952 1.5184
H 0.3230 -0.8677 2.2192
H 0.8331 0.7919 2.8450
H 1.4007 -0.3867 -0.1333
C -1.2417 0.4543 -1.8729
C -1.1005 -0.8743 -1.4700
H -0.3944 0.8649 -2.4473
H -2.1847 1.0058 -1.8558
H -0.2576 -1.4707 -1.7013
H -1.8615 -1.2767 -0.8670

=====

Most stable one: entry one, least stable one: entry three.

=====

Entry one
12
Properties=species:S:1:pos:R:3 method="wB97M-V/def2-TZVPD" lumo_energy_ha="0.0322 / 0.0269"
C -0.4284 -1.1360 1.3115
C 0.5992 0.2965 -0.3206
C 0.4882 0.6885 -1.7216
N -1.2685 0.0231 1.6463
N -1.2246 1.1256 1.2385
O 0.0348 -0.9588 0.0103
H 0.3238 -1.1223 2.1899
H -1.0434 -2.0331 1.4259
H 1.2103 0.6757 0.4828
H 1.4704 0.6719 -2.0447
H 0.0407 1.7237 -1.9621
H -0.2026 0.0452 -2.2562

=====

Entry two
12
Properties=species:S:1:pos:R:3 method="wB97M-V/def2-TZVPD" lumo_energy_ha="0.0145 / 0.0161"
C -0.7306 0.1999 -0.6790
N 1.7887 -0.2596 -1.1610
C 0.1033 0.2559 1.5211
C -1.5986 0.2538 -1.6382
O -0.7124 -0.6463 2.1473
N 0.1096 0.3173 0.2226
H -0.3288 -0.8950 2.9969
H 2.3541 0.5068 -0.7833
H 2.0677 -1.0620 -0.5869
H 0.8555 0.7838 2.0877
H -1.7331 1.1657 -2.2108
H -2.1754 -0.6202 -1.9165

=====

Most stable one: entry one, least stable one: entry two.

=====

Entry one
12
Properties=species:S:1:pos:R:3 method="wB97M-V/def2-TZVPD" smiles="CC1=N[C@@H]1ON" lumo_energy_ha=0.0311
C -0.3014 -0.2932 2.1440
C 0.6014 0.1877 1.1136
N 1.1892 0.9375 0.2993
C 0.9051 -0.3091 -0.4406
O 0.2349 -0.4154 -2.0015
N -0.7553 0.5497 -2.1485
H 0.2810 -0.8372 2.8035
H -1.0941 -0.7795 1.7653
H -0.6299 0.5714 2.5635
H 1.6284 -0.9443 -0.6887
H -0.5892 1.3467 -2.7437
H -1.4702 -0.0142 -2.6660

=====

Entry two
12
Properties=species:S:1:pos:R:3 method="wB97M-V/def2-TZVPD" smiles="[H]/N=C(/C=O)NC" lumo_energy_ha=0.0173
H -0.5535 -0.5190 -1.7986
N 0.4341 -0.5094 -1.5529
C 0.6422 -0.1786 -0.3324
C 2.1191 -0.1707 -0.0122
O 2.6279 0.1097 1.0450
N -0.2584 0.1394 0.6377
C -1.6807 0.1836 0.3712
H 2.6781 -0.4660 -0.9194
H 0.0889 0.4145 1.5436
H -1.9320 0.9299 -0.3957
H -2.2152 0.4489 1.2855
H -2.0588 -0.7908 0.0335

=====

Entry three
12
Properties=species:S:1:pos:R:3 method="wB97M-V/def2-TZVPD" lumo_energy_ha=-0.0073
O 2.3502 0.3724 0.2381
C 1.1627 0.1274 0.2040
N 0.3213 0.6340 -1.1008
C -0.7297 0.6611 -0.2690
C -0.9168 -0.7051 0.3404
N 0.4721 -1.1164 0.5075
H 0.6510 1.5497 -1.3930
H -1.5145 1.4190 -0.2840
H 0.3607 0.8712 1.0022
H -1.4568 -0.6523 1.2904
H -1.4641 -1.3589 -0.3494
H 0.7639 -1.8020 -0.1864

=====

Entry four
12
Properties=species:S:1:pos:R:3 method="wB97M-V/def2-TZVPD" smiles="C/N=C/NC=O" lumo_energy_ha=0.0351
C 1.6758 -0.8208 0.2725
N 0.4627 -0.1767 -0.1021
C -0.6698 -0.6351 -0.4365
N -1.6771 0.2870 -0.2033
C -0.9663 1.5040 0.2180
O -0.9230 1.8803 1.3526
H 2.5162 -0.3325 -0.2351
H 1.7034 -1.9040 0.1037
H 1.7953 -0.6226 1.3469
H -0.9551 -1.6285 -0.8174
H -2.4339 0.3896 -0.8710
H -0.5281 2.0593 -0.6283

=====

Most stable one: entry two, least stable one: entry one.

=====

Entry one
12
Properties=species:S:1:pos:R:3 method="wB97M-V/def2-TZVPD" smiles=N#CCCNO lumo_energy_ha=0.0298
N -1.3003 1.3663 2.7516
C -0.9886 1.0551 1.6758
C -0.6127 0.9891 0.2297
C 0.0444 -0.3685 0.3236
N 0.9977 -0.4734 -0.9656
O 0.8234 -1.6468 -1.7718
H -1.5047 0.9585 -0.4011
H 0.0846 1.7920 -0.0193
H 0.7382 -0.5300 1.1534
H -0.6884 -1.1782 0.2569
H 0.8312 0.2771 -1.6401
H 1.5751 -2.2411 -1.5930

=====

Entry two
12
Properties=species:S:1:pos:R:3 method="wB97M-V/def2-TZVPD" lumo_energy_ha=0.0156
N 0.9369 1.2411 1.2723
C 0.7316 -0.0616 0.7153
C -1.1272 -0.5852 -0.5139
O -2.4662 -0.7679 -0.5275
C 1.2761 -0.3543 -0.5809
N 1.2647 -0.6204 -1.7186
H 1.7493 1.3004 1.8839
H 1.0379 1.9536 0.5582
H 0.9455 -0.8422 1.4516
H -0.8036 0.2934 -1.0409
H -0.6347 -1.5408 -0.5532
H -2.9103 -0.0160 -0.9463

=====

Entry three
12
Properties=species:S:1:pos:R:3 method="wB97M-V/def2-TZVPD" smiles="NC(=O)N1CC1" lumo_energy_ha=0.0368
N -1.8001 -0.6962 -0.0710
C -0.9826 0.4109 -0.2585
O -1.2899 1.5752 0.1318
N 0.2504 0.0430 -0.8246
C 1.3936 0.7658 -0.1386
C 1.0537 -0.6044 0.3625
H -1.5769 -1.6067 -0.4468
H -2.6756 -0.4393 0.0578
H 2.1689 0.9349 -0.7821
H 1.1978 1.6020 0.4863
H 1.7383 -1.4448 0.1229
H 0.5226 -0.5404 1.3601

=====

Entry four
12
Properties=species:S:1:pos:R:3 method="wB97M-V/def2-TZVPD" smiles="N#CC=O.CN" lumo_energy_ha=-0.0317
N -1.7909 -0.8845 -1.2434
C -1.5304 -0.1455 -0.3884
C -1.6776 0.7587 0.7684
O -0.8405 1.4761 1.2438
H -2.7123 0.6951 1.1359
C 1.5290 -0.5373 0.2052
N 0.9278 0.1214 -0.9284
H 0.9104 -1.3385 0.6435
H 1.7354 0.1841 1.0019
H 2.4779 -0.9841 -0.1058
H 0.6592 1.0837 -0.8287
H 0.3120 -0.4292 -1.5039

=====

Most stable one: entry three, least stable one: entry two.

=====

Entry one
12
Properties=species:S:1:pos:R:3 method="wB97M-V/def2-TZVPD" lumo_energy_ha=0.0366
N -0.8800 -0.6327 1.3046
C -0.4011 -0.5973 -0.0386
C -0.7889 0.7475 -0.6116
O 0.4976 0.8368 -1.2745
C 1.0149 -0.1463 -0.4324
N 2.2042 -0.4031 -0.1230
H -0.2872 -1.2524 1.8624
H -0.9460 0.3928 1.5405
H -0.7086 -1.4182 -0.6953
H -1.6043 0.8596 -1.3428
H -0.9701 1.4121 0.4256
H 2.8694 0.2012 -0.6148

=====

Entry two
12
Properties=species:S:1:pos:R:3 method="wB97M-V/def2-TZVPD" smiles=c1c[nH]cn1.O lumo_energy_ha=0.0259
C 1.1336 0.6648 -0.6777
C 1.2477 0.2856 0.7506
N 0.0650 0.7083 1.2639
C -0.7541 0.9383 0.2291
N -0.0945 1.3525 -0.8268
H 1.7816 0.3684 -1.4570
H 1.9389 -0.2455 1.3121
H -0.0749 0.7100 2.2550
H -1.8183 1.0674 0.2679
O -0.9019 -2.2549 -1.1082
H -0.6992 -1.2975 -1.0585
H -1.8239 -2.2973 -0.9505

=====

Entry three
12
Properties=species:S:1:pos:R:3 method="wB97M-V/def2-TZVPD" lumo_energy_ha=-0.1301
C 0.7212 -0.8430 -1.0001
C -0.2048 0.1389 -0.6279
N -0.3542 1.3634 -0.9871
C 1.4810 -1.0415 0.2737
N 1.0057 -1.6807 1.2387
H 1.2036 -0.7371 -1.9604
H -0.9657 -0.1567 0.1499
H -1.3436 1.5809 -0.8273
H 2.3753 -0.4039 0.2981
H 1.4514 -1.4978 2.1331
H -3.0753 1.9117 0.7331
O -2.2946 1.3656 0.5761

=====

Entry four
12
Properties=species:S:1:pos:R:3 method="wB97M-V/def2-TZVPD" lumo_energy_ha=0.0351
C 1.8610 -0.3843 -0.2187
N 0.5231 -0.0657 0.2076
C -0.3301 0.7454 -0.4689
N -1.5337 0.9010 -0.0687
C -2.0585 -0.9860 1.3067
O -3.1831 -0.8521 1.4257
H 1.9490 -1.4251 -0.5518
H 2.1404 0.2631 -1.0554
H 2.5844 -0.2211 0.5880
H 0.1096 1.2356 -1.3470
H -2.1095 1.4638 -0.6809
H 0.0473 -0.6746 0.8633

=====

Most stable one: entry four, least stable one: entry three.

=====

Entry one
12
Properties=species:S:1:pos:R:3 method="wB97M-V/def2-TZVPD" smiles="N[C@@H]1C=NOC1" lumo_energy_ha=0.0273
N 1.8248 0.0564 -0.3420
C 0.7205 -0.1430 0.4550
C -0.2715 -1.1145 0.0504
N -1.4056 -0.6697 -0.1389
O -1.2866 0.6426 -0.3093
C -0.1203 1.1301 0.2551
H 1.7501 -0.1708 -1.4434
H 2.4582 -0.5933 -0.2608
H 1.1921 -0.5906 1.5076
H -0.3240 -2.1273 0.4180
H 0.5185 1.9320 -0.2169
H -0.2085 1.4680 1.2733

=====

Entry two
12
Properties=species:S:1:pos:R:3 method="wB97M-V/def2-TZVPD" lumo_energy_ha="-0.1151 / -0.0839"
C 1.2271 -0.0444 0.2144
N -1.0037 -1.5612 -0.6953
C -0.2345 0.1331 0.5826
C -0.9612 1.1536 0.0870
O 1.3724 -1.1989 -0.2889
N 2.1026 0.8846 0.4240
H -0.6979 -1.2454 -1.6230
H -0.3698 -2.3454 -0.5189
H 1.6733 1.7113 0.8334
H -0.5841 -0.5927 1.3060
H -0.4828 2.0130 -0.3685
H -2.0414 1.0924 0.0469

=====

Most stable one: entry one, least stable one: entry two.

=====

Entry one
12
Properties=species:S:1:pos:R:3 method="wB97M-V/def2-TZVPD" lumo_energy_ha=0.0333
C 0.5302 -0.6015 -1.7339
N 0.1307 0.1104 -0.5437
C -0.7883 -0.3355 0.3392
N -0.9667 0.3159 1.4286
C 0.7404 1.5004 1.7466
O 0.5992 1.9478 2.7929
H 1.5548 -0.9826 -1.6505
H -0.1419 -1.4516 -1.9004
H 0.4768 0.0378 -2.6219
H -1.3422 -1.2373 0.0573
H -1.5387 -0.0900 2.1542
H 0.7456 0.7861 -0.0684

=====

Entry two
12
Properties=species:S:1:pos:R:3 method="wB97M-V/def2-TZVPD" lumo_energy_ha="0.0042 / 0.0041"
C -0.2102 1.5169 0.8859
N 0.2176 0.2839 0.7489
C -0.0953 -0.5869 -0.2430
N -0.7681 -0.0703 -1.3601
C 0.6079 -1.8304 -0.2020
O 1.2462 -2.2131 0.7798
H 0.2990 2.2001 1.5471
H -1.0894 1.8208 0.3332
H -0.4412 0.8912 -1.4948
H 0.9176 -0.1071 1.3874
H -1.7754 -0.0145 -1.2390
H 0.5568 -2.4155 -1.1401

=====

Most stable one: entry one, least stable one: entry two.